1.
C5H12N2S | ωB97M-V/def2-TZVPD

The HOMO energy is -7.6 eV. Its molar mass is 132.23 g mol⁻¹. The calculation puts the total energy at -705.27183 Eh. As for the LUMO energy: 0.17 eV. The calculation puts the energy above the lowest of the compared OMol25 structures with the same formula, charge and spin at 317.6 kJ/mol.

XYZ file:
```
20
C5H12N2S (ωB97M-V/def2-TZVPD)
C 1.222 2.247 -0.788
C 2.207 1.757 -1.761
C -0.309 -2.220 1.891
C -2.112 -1.477 0.194
C -0.759 -1.957 0.485
N 0.287 1.473 -0.319
N -0.776 1.497 0.397
S 0.326 -2.047 -0.692
H 1.340 3.334 -0.386
H 2.467 2.598 -2.353
H 1.657 0.971 -2.311
H 3.105 1.365 -1.227
H -0.535 -3.223 2.098
H 0.713 -2.075 1.976
H -0.790 -1.511 2.641
H -2.139 -0.422 0.548
H -3.023 -1.820 0.703
H -2.286 -1.381 -0.839
H -1.013 2.403 0.522
H 0.417 0.490 -0.778
```

***

2.
C5H12N3 | ωB97M-V/def2-TZVPD

The HOMO energy (alpha / beta) is -10.9 / -10.9 eV. Its molar mass is 114.17 g mol⁻¹. The net charge is +1. The calculation puts the total energy at -361.55069 Eh. As for the LUMO energy (alpha / beta): -3.56 / -3.56 eV. The calculation puts the energy above the lowest of the compared OMol25 structures with the same formula, charge and spin at 570.8 kJ/mol.

XYZ file:
```
20
C5H12N3 (ωB97M-V/def2-TZVPD)
C 0.272 -0.911 0.968
C -1.241 -0.638 -0.919
C 0.376 1.602 1.269
C 1.286 -1.805 0.435
C -1.421 0.553 -1.685
N 0.881 0.432 0.981
N 1.225 2.596 1.435
N -1.821 -1.729 -0.964
H -0.700 1.678 1.364
H 1.445 -2.436 1.303
H 2.148 -1.300 0.086
H 1.037 -2.552 -0.237
H -2.004 0.393 -2.575
H -0.477 0.683 -2.143
H -1.830 1.429 -1.164
H 1.918 0.382 0.844
H 0.877 3.640 1.505
H 2.160 2.401 1.383
H -2.560 -1.921 -1.554
H -1.569 -2.497 -0.333
```

***

3.
C5H12N3 | ωB97M-V/def2-TZVPD

The HOMO energy is -14.4 eV. Its molar mass is 114.17 g mol⁻¹. The net charge is +1. The calculation puts the total energy at -361.59606 Eh. As for the LUMO energy: -3.51 eV. The calculation puts the energy above the lowest of the compared OMol25 structures with the same formula, charge and spin at 451.7 kJ/mol.

XYZ file:
```
20
C5H12N3 (ωB97M-V/def2-TZVPD)
C 2.397 -1.197 -0.249
C 1.448 0.686 -0.822
C -2.060 -0.348 -1.406
C 0.717 1.102 1.607
C -2.478 -0.576 -0.168
N 2.356 -0.088 -1.155
N 1.177 -1.059 0.592
N 0.604 0.179 0.370
H 3.400 -1.187 0.406
H 1.142 1.578 -1.361
H 2.525 -2.099 -0.687
H -2.703 0.027 -2.204
H -1.043 -0.644 -1.716
H 1.711 1.181 1.913
H 0.056 1.999 1.591
H 0.169 0.606 2.459
H -1.892 -1.036 0.597
H -3.503 -0.353 0.147
H 0.632 -1.841 0.602
H -0.463 0.034 0.241
```